C5H7FIO2 | wB97M-V/def2-TZVPD

Its multiplicity is 1. Its net charge is -1. The calculation puts the HOMO energy at -4.16 eV. The calculation puts the molar mass at 245.01 g mol⁻¹. The gap between HOMO and LUMO comes out at 7.63 eV. The calculation puts the max |F| at 1.0 eV/A.

Last column: Mulliken charge in e.
Atoms and positions in Å:
1 C 3.84892 -2.31194 -0.48234  0.6191
2 C -0.24965 -0.73235 -1.11872  -1.0624
3 C 0.17417 1.09496 0.61239  -1.0936
4 C -0.36490 -1.18340 1.30688  -0.2660
5 C -0.17976 -0.32537 0.31666  0.6907
6 O 2.92312 -2.43551 -1.18966  -0.4275
7 O 4.73401 -2.72583 0.15930  -0.4578
8 F -0.68956 -2.48622 1.10853  -0.2730
9 I 4.04435 0.31857 -0.25114  -0.6871
10 H -0.74719 0.03500 -1.71100  0.3238
11 H 0.76501 -0.86344 -1.49967  0.2129
12 H -0.77753 -1.67995 -1.22857  0.2983
13 H 1.14806 1.31782 0.17981  0.1583
14 H -0.56053 1.76755 0.17019  0.3021
15 H 0.22167 1.27411 1.68402  0.3170
16 H -0.28612 -0.95826 2.35939  0.3454